(1)
Computed, not measured: a cluster of 2 separate species, C3H10N3S in total, with wB97M-V/def2-TZVPD.

The total charge is +1. Its max |F| is 4.1 eV Å⁻¹.

Positions of all 17 atoms, in Å:
S1 -1.787 1.672 0.357
N1 1.392 0.411 -1.024
N2 2.705 0.576 -1.216
N3 0.661 -0.298 1.687
C1 -1.126 0.403 -0.723
C2 0.353 0.170 -0.539
C3 -1.822 -0.940 -0.615
H1 -1.679 1.033 1.547
H2 0.284 0.222 2.553
H3 -1.699 -1.814 -1.293
H4 -1.616 -1.509 0.339
H5 -1.159 0.825 -1.701
H6 -2.904 -0.680 -0.492
H7 3.280 0.828 -0.490
H8 3.048 0.731 -2.195
H9 1.649 -0.406 1.857
H10 0.420 -1.225 1.947

***

(2)
Computed, not measured: the molecule C6H6O2, with wB97M-V/def2-TZVPD.

As for the SMILES: C#C/C(C=O)=C/OC. Its max |F| is 10.3 eV Å⁻¹.

Positions of all 14 atoms, in Å:
O1 -0.358 2.207 -0.290
O2 -1.695 -0.128 0.157
C1 0.719 0.114 0.117
C2 -2.633 -1.202 -0.019
C3 -0.469 -0.506 -0.048
C4 2.081 -0.564 -0.031
C5 0.663 1.539 0.177
C6 3.013 -1.224 -0.045
H1 1.579 2.154 0.744
H2 -2.966 -1.205 1.260
H3 -2.040 -2.075 -0.614
H4 -3.599 -0.716 -0.537
H5 -0.432 -1.605 -0.665
H6 3.644 -2.125 -0.017

***

no.,LUMO level (eV)
1,-3.72
2,0.05